(1)
DFT (ωB97M-V with the def2-TZVPD basis set) results for a molecular structure, C28H52Br12O12S6.

Geometry (Å):
C  24.3425  -13.2644  4.0944
Br  22.6720  -14.1861  4.6183
Br  24.5713  -11.6429  5.2328
Br  24.3443  -12.5950  2.2514
H  25.3028  -13.7646  4.2196
C  16.5012  -19.1881  0.4378
Br  16.3610  -20.3635  1.9704
Br  15.3433  -17.5598  0.5576
Br  16.1054  -20.2069  -1.2672
H  17.4959  -18.7431  0.4630
C  19.2657  -14.4363  -16.1242
Br  19.7562  -12.6084  -15.3376
Br  17.9648  -15.4754  -15.0113
Br  20.9143  -15.4706  -16.5510
H  18.8526  -14.2221  -17.1099
C  19.3314  -6.9440  -0.2394
Br  18.0721  -5.4604  -0.0399
Br  20.8799  -6.4954  -1.4588
Br  18.2152  -8.5563  -0.6068
H  19.6604  -7.1856  0.7713
C  13.6305  -7.9958  -9.0327
C  12.4195  -7.2242  -9.5651
C  12.1985  -7.5646  -11.0990
S  13.8080  -8.5063  -11.5863
O  14.2401  -7.8188  -12.8201
O  13.8016  -10.0236  -11.4367
C  14.7306  -7.9332  -10.0493
H  13.5034  -9.0453  -8.7672
H  13.9978  -7.5098  -8.1289
H  12.7666  -6.2140  -9.3480
H  11.5087  -7.4472  -9.0094
H  12.0417  -6.6450  -11.6628
H  11.3485  -8.1494  -11.4505
H  15.0303  -6.9521  -10.4177
H  15.7003  -8.4280  -9.9931
C  27.5199  -9.4246  -4.4390
C  28.1930  -8.2434  -5.1331
C  28.9174  -7.3939  -4.2050
S  29.6247  -8.5269  -2.8635
O  29.0988  -8.0770  -1.5192
O  31.0720  -8.5873  -3.0954
C  28.7318  -10.0756  -3.6244
H  27.1274  -10.1183  -5.1824
H  26.7499  -9.0850  -3.7462
H  27.3798  -7.6038  -5.4763
H  28.7005  -8.4734  -6.0699
H  28.2667  -6.6215  -3.7951
H  29.8082  -6.8513  -4.5218
H  28.6532  -10.7955  -2.8097
H  29.5576  -10.3966  -4.2594
C  9.5639  -18.0170  -8.6314
C  8.2330  -18.4309  -7.8368
C  8.5068  -18.1651  -6.3201
S  9.5223  -16.5982  -6.3218
O  10.7301  -16.9129  -5.5427
O  8.6702  -15.4250  -6.2192
C  10.0681  -16.6596  -8.1691
H  9.5283  -17.9851  -9.7204
H  10.4014  -18.6385  -8.3146
H  7.8708  -19.4497  -7.9748
H  7.4668  -17.7411  -8.1906
H  9.1341  -18.9756  -5.9492
H  7.7245  -18.1293  -5.5619
H  11.1526  -16.6414  -8.0615
H  9.9193  -15.7620  -8.7694
C  28.2012  -12.0089  -13.2755
C  26.9735  -12.2439  -14.0182
C  27.2634  -11.6226  -15.5080
S  29.0884  -11.8086  -15.7463
O  29.7039  -10.5032  -16.0499
O  29.2518  -12.9618  -16.6058
C  29.5097  -12.3251  -14.0301
H  28.1627  -12.3592  -12.2440
H  28.2917  -10.9463  -13.0502
H  26.1436  -11.7012  -13.5657
H  26.7115  -13.2971  -14.1193
H  27.0475  -10.5550  -15.4681
H  26.8465  -11.8896  -16.4791
H  30.4346  -11.7897  -13.8159
H  29.7209  -13.3907  -14.1197
C  26.5632  -20.6766  3.3103
C  27.9392  -20.4883  2.8641
C  27.8355  -20.6150  1.3393
S  26.1341  -20.2189  0.7528
O  25.6617  -21.4763  0.1680
O  26.2662  -19.0020  -0.0762
C  25.5562  -19.9168  2.4183
H  26.5038  -20.3337  4.3432
H  26.3267  -21.7352  3.4179
H  28.7595  -21.1736  3.0777
H  28.3034  -19.4885  3.1003
H  28.1798  -21.4730  0.7619
H  28.4797  -19.8576  0.8927
H  24.5350  -20.2859  2.5137
H  25.5172  -18.8277  2.4382
C  19.7952  -15.4887  -4.9783
C  18.9065  -15.8960  -6.1779
C  19.0616  -14.6981  -7.1668
S  20.7366  -14.0562  -6.8990
O  20.6724  -12.6790  -6.6949
O  21.6719  -14.6203  -7.9557
C  21.1787  -14.9901  -5.4724
H  19.9181  -16.3651  -4.3419
H  19.2590  -14.7138  -4.4306
H  17.8277  -15.9972  -6.0599
H  19.2280  -16.9136  -6.4003
H  18.2701  -13.9811  -6.9487
H  19.0433  -14.9428  -8.2288
H  21.7128  -14.4566  -4.6861
H  21.7570  -15.8420  -5.8301

The multiplicity is 1. The LUMO energy comes out at -0.679 eV.

Atomic partial charges in e from the Mulliken method, atoms 1 to 4: C -0.32; Br 0.00; Br -0.04; Br 0.00

(2)
DFT (ωB97M-V with the def2-TZVPD basis set) results for a molecular structure, C28H52GdOP2.

Geometry (Å):
Gd  0.1902  0.5077  2.0880
C  1.2195  0.2817  4.2925
C  2.2463  0.8589  3.4943
C  0.4393  2.3473  3.4723
C  0.0571  1.2251  4.2805
C  1.8051  2.1352  2.9992
C  1.2960  -0.9759  5.1224
H  1.9827  -1.6870  4.6648
H  0.3142  -1.4417  5.2294
H  1.6626  -0.6829  6.1084
C  -1.2849  1.0078  4.9230
H  -1.4045  -0.0276  5.2407
H  -2.0951  1.2406  4.2222
H  -1.3154  1.6825  5.7706
C  -0.4204  3.5681  3.2055
H  -0.3131  4.1770  4.1004
H  -1.4600  3.2779  3.0660
H  -0.0644  4.1127  2.3366
C  2.6140  3.1361  2.1917
H  3.1141  3.7804  2.9188
H  1.9771  3.7491  1.5484
H  3.3705  2.6382  1.5854
C  3.6639  0.3132  3.3644
H  4.2413  0.8383  4.1246
H  4.0821  0.5229  2.3852
H  3.6817  -0.7531  3.5623
C  -0.4523  -1.5264  1.2110
C  0.6990  -1.8526  1.9508
C  2.0159  -2.1553  1.3719
C  2.4358  -1.1990  0.2123
C  2.0305  0.2323  0.3426
C  0.8775  0.7782  -0.2156
C  -0.1778  -0.0365  -0.9125
C  -0.5440  -1.4041  -0.2488
H  1.9353  -3.1930  1.0114
H  2.0348  -1.5710  -0.7361
H  2.7895  -2.1542  2.1559
H  0.0793  -2.2012  -0.6533
H  -1.4056  -1.4237  1.7972
H  0.5610  -2.1163  3.0115
H  -1.5869  -1.6401  -0.5157
H  -1.0978  0.5611  -1.0401
H  0.7655  1.8881  -0.2645
H  0.2287  -0.2163  -1.9214
H  3.5311  -1.2194  0.1293
H  2.8091  0.9378  0.6974
P  -0.7149  -0.2631  -5.2086
P  -0.3701  2.4955  -6.7718
C  -0.7316  -0.3137  -7.0839
C  -1.0782  1.0392  -7.7197
H  -1.4800  -1.0659  -7.3729
H  0.2526  -0.6657  -7.4301
H  -0.6706  1.0929  -8.7392
H  -2.1703  1.1692  -7.7830
C  -1.1855  3.8712  -7.6785
H  -0.7282  4.8213  -7.3682
H  -2.2517  3.9101  -7.4148
H  -1.0875  3.7650  -8.7684
C  1.2934  2.5494  -7.5834
H  1.2124  2.5570  -8.6805
H  1.8900  1.6818  -7.2693
H  1.8172  3.4585  -7.2557
C  -2.1658  -1.3596  -4.8927
H  -2.2267  -1.5732  -3.8158
H  -2.0861  -2.3077  -5.4458
H  -3.0904  -0.8449  -5.1919
C  0.6456  -1.4597  -4.8817
H  1.6124  -1.0089  -5.1490
H  0.5130  -2.3924  -5.4497
H  0.6655  -1.6920  -3.8059
C  -1.7151  -3.4742  3.3017
C  -2.1553  -2.0746  3.8463
C  -3.4870  -1.6429  3.1795
C  -2.4458  -2.2883  5.3441
O  -1.2730  -1.1416  3.6321
H  -2.4874  -4.2062  3.5228
H  -0.8031  -3.7921  3.8015
H  -1.5530  -3.4967  2.2272
H  -4.2577  -2.3763  3.3948
H  -3.7993  -0.6843  3.5920
H  -3.4249  -1.5432  2.0970
H  -1.5437  -2.5746  5.8748
H  -2.8746  -1.4019  5.8001
H  -3.1730  -3.0881  5.4656

The multiplicity is 8. The energy above the lowest of the compared OMol25 structures with the same formula, charge and spin is 75.3 kcal per mole. Its net charge is +1. The LUMO energy (alpha / beta) comes out at -4.012 / -5.296 eV. The expectation value of S² is 16.0621.

Atomic partial charges in e from the Mulliken method, atoms 1 to 4: Gd -0.65; C 0.92; C 0.66; C 0.27

(3)
DFT (ωB97M-V with the def2-TZVPD basis set) results for 7 unconnected molecules or ions with the total composition C28H52N2O23P.

Geometry (Å):
C  0.6752  -5.8390  0.6548
C  0.0635  -4.4075  0.3727
C  0.7960  -3.6134  -0.7882
C  0.4909  -2.0763  -0.6300
O  2.2042  -3.9439  -0.9488
C  2.9973  -3.4257  0.0448
O  2.9736  -3.7523  1.1948
C  4.0944  -2.3453  -0.3147
C  3.8717  -0.9000  -0.2623
C  4.9890  -0.0155  -0.5750
N  6.2387  -0.5128  -0.9064
N  7.3243  0.3180  -1.1773
C  6.4822  -1.8750  -0.9854
C  5.4275  -2.8420  -0.6867
P  5.8947  -4.6367  -0.7837
O  6.0847  -5.2647  0.5496
O  4.7658  -5.4457  -1.6778
O  7.3399  -4.6949  -1.6453
H  1.2698  -6.1780  -0.2449
H  -0.1179  -6.6070  0.8552
H  1.3847  -5.8307  1.5285
H  -1.0479  -4.4704  0.2072
H  0.1926  -3.8145  1.3285
H  0.2908  -3.9363  -1.7438
H  1.0389  -1.5670  0.2029
H  -0.6109  -1.9965  -0.3925
H  0.6071  -1.5371  -1.6160
H  2.8598  -0.5382  0.0167
H  4.9005  1.0971  -0.5280
H  7.3547  1.0832  -0.4912
H  8.2075  -0.1884  -1.0146
H  7.4933  -2.2502  -1.2622
H  3.9811  -5.6600  -1.1359
H  7.6064  -5.6403  -1.6310
C  10.7577  -2.8586  -0.3882
O  10.3581  -1.9006  0.5936
C  11.3062  -1.6148  1.5030
O  12.4081  -2.0877  1.5412
O  10.8043  -0.7130  2.3534
C  11.7108  -0.3120  3.3846
H  9.9146  -3.0120  -1.0623
H  11.6040  -2.4868  -0.9667
H  10.9994  -3.8130  0.0801
H  12.5959  0.1596  2.9568
H  11.9904  -1.1647  4.0038
H  11.1973  0.4166  4.0093
C  11.4133  -1.4701  -5.7507
O  9.9931  -1.4822  -5.9117
C  9.3481  -0.5829  -5.1662
O  9.8538  0.2004  -4.4018
O  8.0363  -0.7023  -5.4126
C  7.2228  0.2081  -4.6781
H  11.8246  -2.2385  -6.4025
H  11.8261  -0.5056  -6.0475
H  11.6862  -1.7052  -4.7212
H  7.4688  1.2393  -4.9346
H  7.3324  0.0426  -3.6052
H  6.1849  0.0236  -4.9529
C  -2.8182  -0.4147  3.4518
O  -4.0098  0.0424  2.8147
C  -4.4473  -0.7536  1.8304
O  -3.9281  -1.7775  1.4649
O  -5.5600  -0.2132  1.3255
C  -6.1446  -0.9606  0.2564
H  -2.5621  0.3061  4.2265
H  -2.9803  -1.3857  3.9209
H  -1.9947  -0.4649  2.7377
H  -6.4401  -1.9534  0.5978
H  -5.4551  -1.0315  -0.5855
H  -7.0365  -0.4294  -0.0715
C  -9.2112  -0.7529  2.9734
O  -10.4035  -0.2924  2.3404
C  -10.8427  -1.0868  1.3569
O  -10.3240  -2.1102  0.9898
O  -11.9568  -0.5454  0.8531
C  -12.5408  -1.2925  -0.2141
H  -8.9483  -0.0362  3.7495
H  -9.3741  -1.7244  3.4419
H  -8.3901  -0.8038  2.2572
H  -12.8352  -2.2856  0.1272
H  -11.8518  -1.3638  -1.0566
H  -13.4324  -0.7594  -0.5395
C  -4.7500  3.8235  0.6645
O  -6.0370  4.4358  0.6060
C  -6.7008  4.2087  -0.5338
O  -6.3017  3.5546  -1.4623
O  -7.8859  4.8332  -0.4635
C  -8.6984  4.6675  -1.6267
H  -4.3068  4.0733  1.6272
H  -4.8371  2.7382  0.5948
H  -4.1032  4.2099  -0.1244
H  -8.9362  3.6147  -1.7833
H  -8.2043  5.0855  -2.5041
H  -9.6266  5.2115  -1.4595
C  -8.0912  6.1905  1.8239
O  -8.3544  7.2315  2.7703
C  -8.5071  8.4411  2.2244
O  -8.4417  8.7017  1.0498
O  -8.7458  9.3151  3.2109
C  -8.9311  10.6593  2.7698
H  -7.9861  5.2592  2.3777
H  -8.9204  6.0869  1.1285
H  -7.1635  6.3822  1.2923
H  -9.7953  10.7320  2.1084
H  -8.0336  11.0286  2.2719
H  -9.1161  11.2721  3.6505

The multiplicity is 1. Its net charge is +1. The LUMO energy comes out at -4.790 eV.

Atomic partial charges in e from the Mulliken method, atoms 1 to 4: C -0.94; C -0.54; C 0.23; C -1.09